Record 1
76
Properties=species:S:1:pos:R:3:forces:R:3:lowdin_charge:R:1 method="wB97M-V/def2-TZVPD" orbital_gap_ev=6.7357 molar_mass_g_mol=935.40 e_lumo_ev=-0.90 homo_ev=-7.637
Ca -0.7772 -0.8777 0.9730 1.3 -0.6 0.3 1.2432
Br -7.0505 2.5062 -1.7394 0.2 -0.1 0.1 0.7017
C -5.4077 1.9120 -0.9681 -0.4 0.0 -0.2 -0.6878
C -4.6137 2.8359 -0.2790 -0.1 -0.2 0.0 -0.1161
C -3.4432 2.4226 0.2883 0.2 0.0 0.1 -0.0046
C -2.9670 1.0826 0.1846 -0.9 0.5 -0.5 -0.3714
O -1.8147 0.7859 0.6336 -1.5 1.8 -0.1 -0.3401
C -3.8251 0.1470 -0.4951 0.2 0.7 0.2 -0.1544
C -3.5331 -1.2375 -0.6392 -0.1 -0.4 -0.1 -0.1196
N -2.6153 -1.8906 -0.0116 -0.5 0.7 -0.1 -0.0248
C -2.4984 -3.2542 -0.1517 -0.5 -1.5 -0.3 -0.2172
C -3.5690 -4.1036 -0.3941 0.4 0.6 0.2 -0.0074
C -3.3961 -5.4860 -0.4933 0.3 -0.4 0.0 -0.0675
C -2.1595 -6.0560 -0.3428 -0.3 0.1 0.0 -0.0329
C -1.0438 -5.2433 -0.0645 -0.1 0.4 0.0 -0.1462
C 0.2520 -5.7693 0.1254 0.2 0.3 0.1 0.0061
C 1.2829 -4.9214 0.4331 -0.2 -0.3 -0.1 -0.0229
C 1.0110 -3.5512 0.5553 0.2 0.0 0.0 -0.1088
N -0.1729 -3.0267 0.3517 0.5 -0.4 -0.3 -0.0037
C -1.2078 -3.8333 0.0467 -0.4 -0.9 -0.3 -0.1572
C -5.0254 0.6026 -1.0767 0.0 0.2 0.0 -0.0894
H -4.9370 3.8634 -0.1880 0.0 0.0 0.0 0.1036
H -2.8393 3.1226 0.8492 0.1 0.0 0.0 0.1039
H -4.1722 -1.7610 -1.3649 0.1 0.0 0.2 0.1340
H -4.5640 -3.6895 -0.4704 -0.1 0.0 0.0 0.1107
H -4.2554 -6.1092 -0.6870 -0.1 -0.1 0.0 0.1078
H -2.0192 -7.1236 -0.4178 0.0 -0.1 0.0 0.1133
H 0.4032 -6.8376 0.0471 0.0 0.0 0.0 0.1210
H 2.2880 -5.2819 0.5900 0.0 0.0 0.0 0.1110
H 1.7955 -2.8667 0.8563 0.0 0.0 0.0 0.1036
H -5.6540 -0.1061 -1.6001 0.0 0.0 0.0 0.1082
F -1.4591 4.4423 -5.0134 0.1 -0.1 0.2 0.1353
C -0.9181 3.7428 -4.0174 0.1 -0.1 0.1 -0.1256
C -0.0175 4.3512 -3.1501 0.0 -0.1 0.1 -0.1220
F 0.3079 5.6359 -3.3154 -0.1 -0.3 0.0 0.1296
C 0.5619 3.6104 -2.1251 0.1 -0.2 -0.1 -0.2028
F 1.4766 4.2264 -1.3681 -0.1 0.1 -0.3 0.1037
C 0.2471 2.2700 -1.9107 -0.4 -0.1 0.2 -0.2819
P 0.7971 1.2405 -0.4608 1.1 0.6 -0.7 1.0648
C 2.4432 0.7745 -1.1388 -0.2 -0.1 0.3 -0.3649
C 3.5345 1.6269 -1.2744 0.0 -0.1 0.0 -0.0774
C 4.7303 1.1350 -1.7723 0.1 0.1 0.0 -0.0715
C 4.8447 -0.1944 -2.1485 -0.1 -0.1 0.0 -0.0795
C 3.7570 -1.0453 -2.0234 0.1 -0.1 -0.1 -0.0762
C 2.5651 -0.5627 -1.5142 -0.1 0.1 0.1 -0.1277
C 1.1055 2.5703 0.7364 -0.1 -0.1 0.3 -0.3602
C 2.2183 2.6205 1.5685 -0.1 0.0 -0.1 -0.0866
C 2.3039 3.6019 2.5437 0.1 0.1 0.1 -0.0659
C 1.2890 4.5313 2.6992 0.1 0.0 0.0 -0.0781
C 0.1778 4.4816 1.8729 0.0 0.0 0.0 -0.0697
C 0.0814 3.4991 0.9101 0.0 -0.1 0.1 -0.1130
C -0.6244 1.6742 -2.8208 0.0 0.2 0.0 -0.5568
Br -0.9681 -0.1735 -2.6869 -0.2 -0.1 -0.3 0.9128
C -1.2018 2.3901 -3.8602 0.1 -0.1 0.1 -0.2495
F -2.0209 1.7835 -4.7192 0.0 0.2 0.0 0.0851
H 3.4609 2.6621 -0.9777 0.0 0.1 0.0 0.1028
H 5.5825 1.7918 -1.8665 0.1 0.1 0.0 0.1053
H 5.7807 -0.5738 -2.5325 0.1 0.0 0.0 0.1036
H 3.8348 -2.0842 -2.3136 0.0 0.0 0.0 0.1046
H 1.7164 -1.2293 -1.3834 0.1 0.0 -0.1 0.0697
H 3.0160 1.8964 1.4689 0.0 0.0 0.0 0.0962
H 3.1732 3.6428 3.1842 0.0 0.0 0.1 0.1065
H 1.3577 5.2919 3.4639 0.0 0.0 0.0 0.1029
H -0.6147 5.2066 1.9781 -0.1 0.1 0.0 0.1054
H -0.7880 3.4532 0.2700 -0.1 0.0 0.0 0.0869
Br 4.7488 -1.8923 5.1244 -0.3 0.0 -0.1 0.6678
C 3.1482 -1.5216 4.1283 0.3 0.0 0.1 -0.6917
C 1.9153 -1.8816 4.6362 0.0 -0.1 0.3 -0.1531
C 0.7692 -1.6023 3.9000 0.2 0.1 0.0 -0.1616
C 0.8012 -0.9799 2.6474 0.4 0.0 0.8 -0.2811
C 2.0831 -0.6594 2.1866 -0.3 0.0 0.1 -0.2196
C 3.2462 -0.9028 2.8986 0.3 -0.1 -0.1 -0.1535
H 1.8518 -2.3789 5.5941 0.0 0.0 0.1 0.0911
H -0.1847 -1.8888 4.3354 0.0 0.0 0.1 0.0768
H 2.1883 -0.1984 1.2076 0.2 0.0 0.0 0.0283
H 4.2100 -0.6380 2.4885 0.1 0.0 0.0 0.0946

---

Record 2
13
Properties=species:S:1:pos:R:3:forces:R:3:lowdin_charge:R:1 method="wB97M-V/def2-TZVPD" orbital_gap_ev=11.0676 de_lowest_ev=1.809 molar_mass_g_mol=81.12 smiles=C[C@H]1C[C@H]1C#N e_lumo_ev=0.92 homo_ev=-10.152
C 1.3029 0.6909 0.0373 0.1 -0.2 0.0 -0.0786
C 0.3380 -0.4398 -0.3166 0.3 -0.4 0.1 -0.3059
C -0.5005 -0.9534 0.7959 0.0 -0.1 0.1 -0.0852
C -1.2070 -0.4281 -0.4315 0.3 0.4 -0.3 -0.2065
C -1.4775 0.9775 -0.5453 0.1 1.0 0.1 -0.2191
N -1.2776 2.1110 -0.6650 -0.9 -0.5 0.1 0.1513
H 1.7516 1.2190 -0.8147 -0.2 -0.3 0.1 0.0811
H 2.0325 0.0179 0.4976 0.7 0.7 0.1 0.0811
H 1.0332 1.4467 0.7884 -0.5 -0.5 -0.3 0.0815
H 0.8959 -1.1090 -0.9597 -0.5 -0.5 0.1 0.1317
H -0.5549 -0.3677 1.7105 0.1 -0.1 -0.2 0.1195
H -0.5228 -2.0281 0.9185 -0.3 0.0 0.1 0.1075
H -1.8138 -1.1369 -1.0154 0.7 0.5 0.0 0.1417

---

Record 3
12
Properties=species:S:1:pos:R:3:forces:R:3:lowdin_charge:R:1 method="wB97M-V/def2-TZVPD" orbital_gap_ev=8.5738 de_lowest_ev=0.881 molar_mass_g_mol=122.21 smiles="C[C@H](O)C(=S)S" e_lumo_ev=-0.21 homo_ev=-8.785
C -0.1121 0.8613 1.1213 0.0 0.2 1.8 -0.0629
C -0.4128 0.1672 -0.1512 0.7 0.6 -0.7 -0.5862
O -1.1461 -0.9822 0.1478 -1.1 -0.5 -1.7 -0.0685
C 0.8460 -0.0965 -0.9795 0.4 0.0 0.3 -1.1714
S 1.5782 1.1259 -1.7408 0.1 0.2 -0.2 0.6726
S 1.5358 -1.6866 -0.9468 0.2 0.3 -0.3 0.8180
H 0.3899 0.2214 1.8566 0.1 0.1 -0.3 0.0997
H -1.0632 1.1417 1.5767 -0.1 -0.1 0.0 0.0915
H 0.4234 1.7900 0.9952 0.4 0.1 -0.2 0.0776
H -0.9233 0.9374 -0.7251 -0.7 -0.3 -0.5 0.1276
H -1.5580 -1.2480 -0.7153 0.3 0.1 1.3 0.1312
H 0.4423 -2.2317 -0.4388 -0.3 -0.4 0.4 -0.1292